# 1
The following is a DFT calculation (wB97M-V/def2-TZVPD) of a gas-phase ion, C15H12F9N2O2S (charge +1) at a distorted geometry.

* SMILES: O=S(=O)(n1c[nH+]cc1CCc1ccccc1)C(F)(F)C(F)(F)C(F)(F)C(F)(F)F
* charge: +1
* HOMO level: -0.4445 hartree
* Kohn-Sham gap: 8.52 eV

XYZ file:
```
41
Properties=species:S:1:pos:R:3:nbo_charge:R:1
O 0.80 -1.31 1.86 -0.86
S 0.92 -2.27 0.83 2.24
O 0.80 -3.65 1.09 -0.83
N -0.21 -1.90 -0.42 -0.55
C 0.02 -2.03 -1.72 0.26
N -1.06 -1.65 -2.36 -0.43
C -2.02 -1.27 -1.46 -0.05
C -1.52 -1.42 -0.22 0.20
C -2.13 -1.14 1.11 -0.47
C -3.18 -0.02 1.05 -0.43
C -2.60 1.24 0.46 0.05
C -3.22 1.85 -0.62 -0.25
C -2.69 2.99 -1.20 -0.20
C -1.52 3.54 -0.70 -0.21
C -0.90 2.94 0.39 -0.18
C -1.43 1.81 0.96 -0.26
C 2.59 -2.02 0.01 0.43
F 3.46 -2.35 0.95 -0.26
F 2.64 -2.94 -0.98 -0.30
C 2.86 -0.58 -0.59 0.58
F 1.69 0.09 -0.69 -0.31
F 3.32 -0.78 -1.84 -0.29
C 3.94 0.29 0.12 0.56
F 4.02 1.41 -0.63 -0.28
F 5.11 -0.36 0.08 -0.28
C 3.65 0.76 1.59 0.93
F 4.35 1.86 1.84 -0.28
F 3.99 -0.19 2.45 -0.29
F 2.35 1.03 1.73 -0.30
H 0.92 -2.37 -2.20 0.27
H -1.18 -1.62 -3.36 0.46
H -3.00 -0.91 -1.71 0.27
H -2.53 -2.06 1.55 0.26
H -1.34 -0.82 1.79 0.26
H -4.00 -0.34 0.41 0.21
H -3.55 0.15 2.06 0.25
H -4.14 1.45 -1.03 0.21
H -3.18 3.46 -2.04 0.22
H -1.10 4.43 -1.15 0.23
H 0.01 3.37 0.79 0.22
H -0.94 1.34 1.81 0.21
```

# 2
The following is a DFT calculation (wB97M-V/def2-TZVPD) of a molecular structure, C15H12IN3O4Pd.

* charge: -2
* HOMO level (alpha / beta): 0.0032 / 0.0023 hartree
* Kohn-Sham gap (alpha / beta): 4.25 / 4.27 eV

XYZ file:
```
36
Properties=species:S:1:pos:R:3:nbo_charge:R:1
Pd 1.10 -0.54 -2.48 0.85
C -3.68 -1.29 -2.81 -0.64
C -3.19 -0.86 -1.46 0.15
N -4.06 -0.71 -0.49 -0.45
C -3.60 -0.29 0.71 -0.08
C -2.27 -0.04 0.95 -0.07
C -1.90 0.50 2.30 -0.08
O -1.68 1.92 2.29 -0.75
C -1.29 -0.26 -0.05 -0.26
C 0.09 0.03 0.31 0.15
N 1.14 -0.57 -0.12 -0.48
C 2.36 -0.28 0.50 0.23
C 2.42 -0.22 1.90 -0.27
C 3.60 -0.01 2.59 -0.21
C 4.79 0.13 1.89 -0.26
C 4.76 0.06 0.50 -0.24
C 3.58 -0.15 -0.19 -0.20
I 3.73 -0.24 -2.28 0.28
C -1.74 -0.65 -1.35 0.46
O -1.08 -0.80 -2.40 -0.71
H -4.76 -1.43 -2.78 0.19
H -3.17 -2.20 -3.13 0.23
H -3.42 -0.53 -3.56 0.22
H -4.33 -0.16 1.50 0.16
H -0.99 0.02 2.69 0.16
H -2.71 0.30 3.01 0.16
H -1.73 2.20 1.37 0.49
H 0.23 0.86 1.02 0.16
H 1.50 -0.36 2.45 0.21
H 3.59 0.03 3.67 0.19
H 5.73 0.29 2.41 0.19
H 5.68 0.17 -0.06 0.21
O -0.90 3.28 -1.86 -0.73
C -0.02 2.48 -2.04 0.68
N 0.88 1.73 -2.22 -0.85
O 1.36 -2.39 -2.74 -1.09
```

# 3
The following is a DFT calculation (wB97M-V/def2-TZVPD) of a molecular structure, C15H12IrN2O7Se at a distorted geometry.

* HOMO level (alpha / beta): -0.3327 / -0.3350 hartree
* multiplicity: 2
* Kohn-Sham gap (alpha / beta): 5.84 / 6.29 eV
* expectation value of S²: 0.78

XYZ file:
```
38
Properties=species:S:1:pos:R:3:nbo_charge:R:1
Ir -1.41 -0.14 0.00 1.57
C -2.96 -4.00 -0.25 -0.24
O -1.76 -4.74 -0.47 -0.48
C -0.55 -4.19 -0.56 0.27
C 0.51 -5.07 -0.52 -0.21
C 1.83 -4.62 -0.54 -0.19
C 2.09 -3.26 -0.57 -0.18
C 1.06 -2.33 -0.62 -0.19
C 1.39 -0.96 -0.62 0.18
N 0.55 0.03 -0.69 -0.21
N 0.98 1.29 -0.75 -0.33
C 0.01 2.16 -0.72 0.55
O -1.22 1.78 -0.73 -0.68
C 0.34 3.59 -0.66 -0.08
C -0.69 4.52 -0.52 -0.18
C -0.40 5.87 -0.42 -0.21
C 0.91 6.30 -0.46 -0.18
C 1.95 5.38 -0.59 -0.21
C 1.67 4.03 -0.69 -0.18
C -0.30 -2.78 -0.70 0.37
O -1.28 -1.98 -0.93 -0.67
H -3.72 -4.75 -0.06 0.20
H -3.23 -3.42 -1.13 0.19
H -2.87 -3.34 0.61 0.19
H 0.28 -6.12 -0.44 0.24
H 2.64 -5.33 -0.50 0.23
H 3.12 -2.91 -0.55 0.22
H 2.44 -0.70 -0.55 0.24
H -1.71 4.16 -0.48 0.23
H -1.21 6.58 -0.31 0.22
H 1.14 7.36 -0.39 0.22
H 2.97 5.72 -0.61 0.22
H 2.46 3.30 -0.77 0.23
O -0.20 1.12 3.77 -0.99
Se -0.99 -0.27 3.60 2.72
O -0.16 -1.59 3.94 -0.99
O -1.15 -0.43 1.80 -0.91
O -2.54 -0.27 4.04 -0.99
```

# 4
The following is a DFT calculation (wB97M-V/def2-TZVPD) of C15H12N2O5 in the gas phase at a distorted geometry.

* SMILES: O=C(COC(=O)c1ccccn1)Nc1ccc2c(c1)OCO2
* HOMO level: -0.2841 hartree
* Kohn-Sham gap: 7.69 eV

XYZ file:
```
34
Properties=species:S:1:pos:R:3:nbo_charge:R:1
O -0.84 -2.22 3.02 -0.61
C -0.33 -1.24 2.53 0.66
N -0.56 -0.74 1.30 -0.61
C -1.41 -1.22 0.29 0.15
C -2.21 -2.34 0.45 -0.25
C -3.04 -2.79 -0.57 -0.24
C -3.04 -2.07 -1.74 0.20
C -2.24 -0.94 -1.90 0.31
C -1.42 -0.49 -0.91 -0.32
H -0.80 0.38 -1.03 0.22
O -2.43 -0.42 -3.16 -0.49
C -3.38 -1.26 -3.78 0.24
O -3.76 -2.29 -2.89 -0.48
H -4.27 -0.66 -4.06 0.16
H -2.94 -1.69 -4.69 0.16
H -3.65 -3.66 -0.45 0.23
H -2.17 -2.88 1.39 0.26
H -0.06 0.11 1.06 0.44
C 0.70 -0.41 3.32 -0.17
H 0.21 -0.01 4.22 0.22
H 1.53 -1.06 3.63 0.24
O 1.18 0.67 2.55 -0.50
C 2.44 0.64 2.10 0.77
O 3.31 -0.07 2.53 -0.56
C 2.59 1.60 0.97 0.07
N 1.51 1.78 0.22 -0.41
C 1.60 2.59 -0.82 0.04
C 2.77 3.26 -1.17 -0.23
C 3.90 3.05 -0.39 -0.17
C 3.82 2.20 0.70 -0.20
H 4.66 2.00 1.34 0.24
H 4.83 3.55 -0.63 0.22
H 2.80 3.91 -2.02 0.23
H 0.70 2.71 -1.41 0.20
```

# 5
The following is a DFT calculation (wB97M-V/def2-TZVPD) of a molecular structure, C15H12N2OTeTl.

* charge: -1
* HOMO level: -0.1285 hartree
* Kohn-Sham gap: 6.32 eV

XYZ file:
```
32
Properties=species:S:1:pos:R:3:nbo_charge:R:1
Tl 1.19 -0.04 1.72 0.60
O 2.65 0.96 0.13 -0.81
C 2.76 1.08 -1.14 0.43
C 3.62 2.09 -1.67 -0.30
C 3.82 2.28 -3.01 -0.20
C 3.18 1.46 -3.95 -0.34
C 2.34 0.48 -3.48 -0.11
C 2.09 0.27 -2.12 -0.26
C 1.15 -0.78 -1.73 0.40
N 0.96 -1.34 -0.55 -0.52
C -0.03 -2.28 -0.71 -0.08
C -0.47 -2.29 -1.99 -0.12
N 0.29 -1.34 -2.64 -0.53
H 4.11 2.72 -0.93 0.21
H 4.49 3.07 -3.34 0.19
H 3.35 1.59 -5.01 0.19
H 1.87 -0.17 -4.21 0.17
H -0.40 -2.86 0.13 0.21
H -1.23 -2.86 -2.49 0.21
H 0.17 -1.03 -3.58 0.41
Te -1.36 1.48 0.77 -0.34
C -2.37 0.52 2.38 -0.21
C -1.96 0.71 3.70 -0.26
C -2.61 0.08 4.75 -0.22
C -3.69 -0.76 4.51 -0.26
C -4.11 -0.96 3.20 -0.22
C -3.45 -0.33 2.15 -0.26
H -1.13 1.37 3.90 0.21
H -2.27 0.25 5.76 0.20
H -4.20 -1.25 5.33 0.20
H -4.95 -1.61 2.99 0.20
H -3.78 -0.50 1.13 0.21
```

# 6
The following is a DFT calculation (wB97M-V/def2-TZVPD) of a molecular structure, C15H13BBrCuF2N3O at a distorted geometry.

* charge: -1
* HOMO level: -0.1041 hartree
* Kohn-Sham gap: 5.45 eV

XYZ file:
```
37
Properties=species:S:1:pos:R:3:nbo_charge:R:1
Cu -0.25 0.13 0.74 0.55
Br 2.09 -1.88 -0.12 0.01
C 0.71 -3.21 -0.06 -0.03
C 1.18 -4.49 -0.04 -0.29
C 0.26 -5.56 -0.05 -0.23
C -1.07 -5.30 -0.10 -0.20
C -1.56 -3.97 -0.12 -0.08
C -2.96 -3.73 -0.19 -0.25
C -3.42 -2.45 -0.20 -0.21
C -2.53 -1.36 -0.11 -0.30
C -1.15 -1.48 0.00 -0.45
C -0.67 -2.84 -0.06 -0.05
H 2.24 -4.68 -0.03 0.21
H 0.63 -6.58 -0.02 0.20
H -1.79 -6.11 -0.13 0.19
H -3.63 -4.58 -0.23 0.19
H -4.49 -2.26 -0.27 0.19
H -2.96 -0.36 -0.08 0.21
F 1.63 0.23 3.26 -0.58
B 0.36 0.28 2.74 0.53
F -0.55 0.28 3.77 -0.58
C -2.44 4.83 0.57 -0.39
N -1.23 4.11 0.20 -0.41
C -0.06 4.73 -0.02 0.09
C 1.04 4.04 -0.35 -0.38
C 0.92 2.62 -0.40 0.45
N -0.20 1.99 -0.14 -0.62
C -1.35 2.70 0.08 0.77
O -2.46 2.21 0.21 -0.62
N 1.99 1.85 -0.69 -0.78
H -2.25 5.90 0.49 0.19
H -2.74 4.58 1.58 0.22
H -3.26 4.55 -0.10 0.23
H -0.07 5.81 0.06 0.20
H 1.98 4.54 -0.54 0.22
H 2.90 2.22 -0.49 0.38
H 1.86 0.86 -0.49 0.42
```